Entry 1:
ORCA calculation (ωB97M-V with the def2-TZVPD basis set) on a molecular structure, C19H10BrCl4IrNO4.

ORCA input file:
```
! RIJCOSX wB97M-V def2-TZVPD def2/J DEFGRID3
* xyz -1 5
Ir -0.10116 -0.59893 4.08967
Br 0.61471 0.16116 0.41398
Cl -5.03534 -0.05914 -0.86573
Cl -1.92252 -4.19268 0.55739
Cl -3.62676 1.68229 1.30975
Cl -3.92892 -2.89542 -1.43483
O 1.42421 -0.76772 5.41101
O -1.66195 0.12253 3.02490
O -0.73550 -2.32209 2.45268
O 3.68014 -0.53152 5.69270
N 1.74092 0.10729 2.91145
C -3.25222 -1.96692 -0.14382
C -3.64985 -0.60420 0.05091
C 0.38588 -1.07014 -3.40795
C -2.17346 -0.51435 2.00581
C -1.16306 0.77655 -3.79890
C 1.21857 1.12233 -4.22881
C 2.78546 0.23526 3.73719
C -0.09430 1.61438 -4.16072
C 1.39517 -0.25580 -3.91193
C 2.61684 -0.41772 5.06152
C -2.47180 1.22489 -3.87155
C 2.80844 1.66431 1.40289
C 1.78215 0.75878 1.77319
C -0.88932 -0.53208 -3.30733
C 3.85669 1.82648 2.30120
C -2.28045 -2.49356 0.69134
C 3.89406 1.02012 3.45253
C -3.11551 0.07156 1.13359
C -1.66820 -1.84848 1.79793
H 2.00843 1.71364 -4.59179
H -1.70444 -1.11674 -2.93621
H -2.65835 2.15624 -4.38174
H -3.27865 0.62088 -3.48528
H 4.75016 2.39476 2.06312
H 2.90563 2.16152 0.46211
H 4.78509 0.94877 4.18700
H 2.39838 -0.76402 -3.96833
H 0.59220 -2.06963 -3.10172
H -0.23138 2.63741 -4.38717
*
```

HOMO (alpha / beta) = -4.1 / -4.1 eV
Frontier orbital gap (alpha / beta) = 6.279 / 5.714 eV
Maximum force = 3.89 eV/Å
<S²> = 6.06

Entry 2:
ORCA calculation (ωB97M-V with the def2-TZVPD basis set) on a molecular structure, C24H21N3O3SSnTe.

ORCA input file:
```
! RIJCOSX wB97M-V def2-TZVPD def2/J DEFGRID3
* xyz -2 1
Te -1.02919 1.06783 0.00728
Sn -1.53920 -1.64776 -0.64763
S -4.54795 -1.63274 -4.74644
O 0.79151 -2.69374 -0.07540
O -3.47404 -1.44993 0.55771
O 3.19754 -3.16839 -0.62877
N -2.38388 -1.40917 -3.03423
N 0.35541 -1.88005 2.03716
N -0.97624 -2.00638 1.79879
C 0.52055 4.36961 -2.46252
C -3.95352 -1.89126 1.65504
C 1.28061 1.76540 -1.96876
C 4.89095 -2.05769 0.60055
C -3.31081 -1.49913 -3.74178
C -5.35844 -2.05950 1.76638
C -3.16753 -2.20224 2.80812
C -0.28130 3.55994 -1.67807
C 1.72332 0.35170 -1.77118
C 2.56913 -1.82186 1.24211
C 1.13796 -2.14237 1.02821
C -5.18287 -2.78906 4.03970
C -3.81937 -2.61096 3.97595
C 4.28950 -0.67379 2.47405
C 2.61542 4.85233 -3.75030
C 2.95513 -0.95818 2.25561
C 3.54563 -2.36254 0.38519
C 5.25401 -1.22690 1.64399
C 0.10544 2.24831 -1.38862
C -1.73806 -2.09758 2.82987
C 2.06704 2.59886 -2.75081
C -5.95505 -2.50613 2.91615
C 1.71967 3.91666 -2.98668
C -1.57082 4.12482 -1.17416
H -3.22127 -2.80793 4.86124
H 5.63375 -2.46581 -0.07315
H -5.64905 -3.13814 4.95347
H 3.03022 5.60570 -3.07436
H 0.91090 -0.33492 -2.00691
H 2.01644 0.17646 -0.73650
H 2.98483 2.21494 -3.17979
H 2.17716 -3.13293 -0.62040
H 6.30153 -1.01233 1.81888
H -1.63747 4.00355 -0.09660
H 4.57449 -0.01250 3.28241
H -7.03108 -2.64310 2.95197
H 2.06061 5.37153 -4.53353
H 3.44067 4.31111 -4.21074
H 2.56981 0.11141 -2.41088
H -1.65386 5.18050 -1.42485
H 2.17149 -0.52101 2.85284
H -1.26849 -2.13737 3.82200
H 0.21056 5.38647 -2.66917
H -2.40489 3.58369 -1.61667
H -5.94691 -1.80740 0.89426
*
```

HOMO = -1.5 eV
Frontier orbital gap = 5.826 eV
Maximum force = 1.83 eV/Å

Entry 3:
ORCA calculation (ωB97M-V with the def2-TZVPD basis set) on 2 unconnected molecules or ions with the total composition C2H10N4S.

ORCA input file:
```
! RIJCOSX wB97M-V def2-TZVPD def2/J DEFGRID3
* xyz 2 1
S 2.52274 -0.28375 -0.57122
N 1.01199 -0.35752 0.23078
N -1.09477 0.94384 -2.59509
N -1.21458 0.86079 -1.21777
N 1.01835 -0.93837 1.32927
C -0.32031 1.03946 -0.23910
C -0.00032 -1.29335 2.31277
H -1.96559 0.63926 -2.99677
H 0.54234 -1.33966 3.24950
H 1.97928 -1.25858 1.89461
H -0.32355 -2.28788 2.07506
H -0.55782 1.60021 -3.08126
H 1.99918 0.12153 -1.72637
H 0.31877 1.75910 -0.53470
H -0.83738 -0.64382 2.24071
H -0.96038 1.08033 0.72604
H -2.11793 0.35843 -1.09646
*
```

HOMO = -17.6 eV
Frontier orbital gap = 7.236 eV
Maximum force = 7.97 eV/Å

Entry 4:
ORCA calculation (ωB97M-V with the def2-TZVPD basis set) on a gas-phase ion, C4H9NO2 (charge -2).

ORCA input file:
```
! RIJCOSX wB97M-V def2-TZVPD def2/J DEFGRID3
* xyz -2 1
O 1.59473 2.86387 -0.55421
O -1.66457 -2.26259 -0.20166
N 0.02406 -1.21861 1.50243
C 1.30535 1.56089 -0.77794
C -1.33440 -0.93365 -0.41723
C 0.09925 -0.59925 0.13455
C 0.42840 0.87562 0.30700
H -0.55548 1.38389 0.38939
H -1.38513 -0.82347 -1.49989
H -0.49109 -2.09604 1.25213
H -0.75602 -0.82826 2.04681
H -2.15363 -0.26442 -0.05749
H 0.88352 -1.06930 -0.54926
H 2.24696 1.03044 -1.03564
H 0.70443 1.34966 -1.71320
H 1.05363 1.03121 1.17422
*
```

SMILES string = N[C@@H](C[O-])CC[O-]
HOMO = 0.9 eV
Frontier orbital gap = 6.493 eV
Maximum force = 1.93 eV/Å